C27H33ClN4O5Re | ωB97M-V/def2-TZVPD

Results
total charge: +2
orbital gap (spin up / spin down): 6.6 / 6.8 eV
molecular weight: 715.2 g mol⁻¹
HOMO (spin up / spin down): -13.37 / -13.59 eV
spin multiplicity: 2

Structure (XYZ):
```
71
Properties=species:S:1:pos:R:3:forces:R:3
Re -0.42250 -0.56926 -0.26223 -0.3 -0.3 0.2
C -4.25226 -2.02201 0.96201 0.1 -0.1 -0.1
C -2.85314 -1.55836 1.18960 0.0 -0.1 0.0
O -2.25922 -1.02589 0.14266 0.1 -0.1 0.3
C -2.22427 -1.62621 2.39800 0.0 0.0 0.1
C -0.91446 -1.15637 2.68114 -0.2 0.2 0.1
C -0.39947 -1.25973 4.08059 0.0 0.0 0.0
N -0.14523 -0.59693 1.75862 0.3 0.2 0.3
N 1.07405 -0.09463 2.23464 -0.1 0.0 -0.1
C 1.84526 0.23674 1.24742 0.2 -0.2 0.0
O 1.42818 0.13334 -0.00083 0.0 0.1 0.3
C 3.21877 0.70926 1.47722 0.0 0.0 0.0
C 4.06022 0.93514 0.38910 0.0 0.0 0.0
C 5.37685 1.31074 0.60110 0.0 0.0 0.0
C 5.84910 1.47470 1.89562 0.0 0.0 0.0
C 5.00718 1.26440 2.98143 0.0 0.0 0.0
C 3.69441 0.88007 2.77742 0.0 0.0 0.0
H -4.22914 -2.98737 0.44929 0.0 0.0 0.0
H -4.79195 -2.13994 1.89739 0.0 0.0 0.0
H -4.78162 -1.32791 0.30936 0.0 0.0 0.0
H -2.77790 -2.05540 3.21957 0.0 0.0 0.0
H -1.12958 -1.73835 4.72607 0.0 0.0 0.0
H 0.53197 -1.82834 4.08902 0.0 0.0 0.0
H -0.14620 -0.27171 4.46518 0.0 0.0 0.0
H 3.68137 0.80822 -0.61630 0.0 0.0 0.0
H 6.03789 1.46149 -0.24121 0.0 0.0 0.0
H 6.87886 1.76156 2.06048 0.0 0.0 0.0
H 5.38327 1.38554 3.98790 0.0 0.0 0.0
H 3.03278 0.70629 3.61467 0.0 0.0 0.0
C -2.48217 3.15560 -1.49879 0.0 0.0 -0.1
C -1.88356 1.73740 -1.39978 -0.1 0.4 -0.1
N -1.14409 1.57733 -0.11782 -0.1 -1.1 -0.6
C -0.05758 2.57463 -0.04861 0.0 0.2 0.0
C -0.65766 3.99954 -0.06634 0.1 0.0 0.0
N -2.14751 3.88286 -0.23165 0.0 0.1 0.0
C -2.73410 3.15903 0.94209 0.0 -0.1 0.1
C -2.07420 1.76538 1.01929 0.0 0.3 0.1
H -3.56530 3.14264 -1.60147 0.0 0.0 0.1
H -2.06681 3.72143 -2.33030 0.0 0.0 0.0
H -1.19337 1.55890 -2.22185 0.0 0.0 0.0
H -2.66131 0.97761 -1.44591 0.0 0.0 0.1
H 0.61048 2.41856 -0.89252 0.0 0.0 0.0
H 0.51626 2.40908 0.86107 -0.1 0.0 0.0
H -0.27274 4.59878 -0.88868 0.0 0.0 0.0
H -0.47180 4.53429 0.86297 0.0 0.0 0.0
H -2.54877 4.82025 -0.27676 0.0 0.0 0.0
H -3.81080 3.10149 0.79596 0.0 0.0 -0.1
H -2.53922 3.75158 1.83344 0.0 0.0 0.0
H -2.82292 0.98307 0.99302 0.0 0.0 0.0
H -1.50892 1.65987 1.94333 0.1 0.0 0.0
C -0.05380 -4.23046 1.58971 0.2 -0.2 -0.2
C -0.78544 -4.39259 0.28687 0.1 0.1 0.1
C -1.74666 -5.38283 0.12781 0.0 0.0 0.0
C -2.36583 -5.58751 -1.09673 0.0 0.0 0.0
Cl -3.53049 -6.84708 -1.25958 0.0 0.0 0.0
C -2.03889 -4.80573 -2.19136 0.0 0.0 0.0
C -1.09135 -3.80349 -2.05104 -0.1 0.2 0.0
C -0.49131 -3.60531 -0.82127 0.1 -0.2 0.1
O 0.49594 -2.57783 -0.61932 -0.6 0.5 -0.4
C 1.38829 -2.33530 -1.74512 0.5 -0.2 0.2
C 0.72056 -1.44991 -2.77237 -0.3 -0.4 0.3
O 0.92775 -1.42529 -3.93588 0.1 0.2 0.0
O -0.20765 -0.67383 -2.14074 0.1 1.0 -0.7
H -0.41482 -4.94381 2.32682 0.0 0.0 0.0
H -0.17283 -3.23085 1.98693 0.0 0.1 0.1
H 1.01668 -4.38952 1.44891 0.0 0.0 0.0
H -1.98457 -6.03519 0.95750 0.0 0.0 0.0
H -2.52018 -4.97329 -3.14418 0.0 0.0 0.0
H -0.86806 -3.18526 -2.90807 0.0 -0.1 -0.1
H 1.74598 -3.25565 -2.19957 -0.2 -0.1 0.2
H 2.21947 -1.78370 -1.30642 0.1 -0.1 -0.1
```
Forces are in eV/Å.

What are the Löwdin partial charges on each atom? They are as follows, in elementary charge units: Re 1.745; C 0.021; C -0.400; O -0.214; C 0.000; C -0.319; C -0.005; N -0.133; N 0.112; C -0.413; O -0.208; C -0.162; C -0.024; C -0.056; C -0.051; C -0.053; C -0.020; H 0.101; H 0.098; H 0.096; H 0.130; H 0.091; H 0.101; H 0.095; H 0.112; H 0.114; H 0.116; H 0.115; H 0.112; C -0.033; C -0.115; N -0.238; C -0.099; C -0.025; N -0.078; C -0.031; C -0.102; H 0.146; H 0.148; H 0.127; H 0.132; H 0.141; H 0.129; H 0.147; H 0.146; H 0.201; H 0.146; H 0.146; H 0.115; H 0.136; C 0.004; C -0.187; C -0.044; C -0.657; Cl 0.734; C -0.068; C 0.008; C -0.206; O -0.174; C -0.039; C -0.534; O 0.200; O -0.196; H 0.098; H 0.042; H 0.104; H 0.124; H 0.121; H 0.120; H 0.166; H 0.141

=====

C5H10O2 | ωB97M-V/def2-TZVPD

Results
total charge: 0
orbital gap: 10.0 eV
structure (SMILES): C=CO[C@H](C)OC
molecular weight: 102.1 g mol⁻¹
HOMO: -8.95 eV

Structure (XYZ):
```
17
Properties=species:S:1:pos:R:3:forces:R:3
C 2.18663 0.49047 -1.59970 -0.2 -0.1 0.1
C 1.14732 -0.15461 -1.07577 0.4 0.0 -0.2
C 0.51892 -0.23143 1.91731 0.3 0.0 0.1
O -0.73149 0.17585 1.40251 0.0 0.1 -0.1
C -0.93633 -0.18032 0.07150 -0.2 -0.2 -0.1
C -2.32510 0.26415 -0.32554 0.0 0.0 0.0
O -0.02512 0.47233 -0.79827 0.1 0.1 0.0
H 3.09867 -0.04252 -1.83858 -0.2 0.0 0.0
H 1.34959 0.22401 1.36201 -0.2 -0.1 0.2
H 2.13822 1.55750 -1.78578 0.0 -0.1 0.0
H 1.16988 -1.22182 -0.84711 0.0 0.1 -0.1
H 0.56945 0.10284 2.95499 -0.1 -0.1 -0.1
H 0.63006 -1.32683 1.88233 -0.1 0.1 0.0
H -0.80393 -1.27209 -0.04779 0.0 0.1 0.0
H -2.38618 1.35274 -0.24620 0.0 -0.1 0.0
H -2.52748 -0.02705 -1.35918 0.0 0.0 0.1
H -3.07312 -0.18322 0.33326 0.1 0.0 -0.1
```
Forces are in eV/Å.

What are the Löwdin partial charges on each atom? They are as follows, in elementary charge units: C 0.025; C -0.256; C -0.085; O -0.112; C -0.459; C -0.001; O -0.044; H 0.052; H 0.083; H 0.063; H 0.121; H 0.093; H 0.096; H 0.154; H 0.093; H 0.088; H 0.088

=====

C2H6N2O | ωB97M-V/def2-TZVPD

Results
total charge: 0
orbital gap: 8.6 eV
molecular weight: 74.1 g mol⁻¹
HOMO: -8.05 eV

Structure (XYZ):
```
11
Properties=species:S:1:pos:R:3:forces:R:3
C -1.25606 0.45190 -2.01096 1.2 -0.6 -0.5
C 1.26042 -1.31458 0.22756 0.8 -3.3 -1.6
N 0.70784 0.40287 1.90783 0.6 -1.5 -0.7
N 0.56563 -0.36135 0.58143 -0.2 1.8 3.7
O -1.27856 1.50332 -1.42589 -0.3 -0.5 -0.1
H -1.57052 0.33277 -3.08787 -0.1 0.2 0.8
H -0.74061 -0.47383 -1.57325 -0.8 0.7 -0.5
H 1.87105 -1.88411 0.95582 0.0 1.2 0.1
H 0.23032 0.03236 2.73380 -0.2 -0.4 -0.8
H 0.34470 1.28889 1.69928 -0.6 1.6 -0.1
H -0.13420 0.02177 -0.00775 -0.4 0.9 -0.3
```
Forces are in eV/Å.

What are the Löwdin partial charges on each atom? They are as follows, in elementary charge units: C -0.137; C -0.045; N 0.049; N -0.153; O -0.011; H 0.095; H 0.070; H 0.015; H 0.066; H 0.027; H 0.024

=====

C12H18F3NO5S | ωB97M-V/def2-TZVPD

Results
total charge: 0
orbital gap: 9.8 eV
structure (SMILES): CN(C)C(=O)C[C@H]1COS(=O)(=O)C[C@]1(O)CCC(F)=C(F)F
molecular weight: 345.3 g mol⁻¹
HOMO: -9.81 eV

Structure (XYZ):
```
40
Properties=species:S:1:pos:R:3:forces:R:3
C 3.15581 -1.83880 0.42502 0.0 -0.5 1.0
N 1.73934 -1.70258 -0.06280 0.4 0.0 -1.4
C 1.21779 -3.09289 -0.35642 -0.4 -0.3 0.2
C 1.65447 -0.97714 -1.33707 1.0 0.2 -2.4
O 2.51661 -1.06185 -2.24260 -2.5 0.5 3.1
C 0.33610 -0.07239 -1.53421 0.3 -0.4 -0.4
C 0.44317 1.29817 -0.69606 -0.2 -0.5 -0.3
C 0.44694 2.49131 -1.75836 -0.5 -1.8 -1.3
O 0.21821 3.81411 -1.20442 0.9 -1.3 2.3
S 0.65380 3.92851 0.39984 1.7 6.7 3.3
O 2.13359 4.04455 0.64317 -3.3 -2.1 -1.6
O 0.03851 5.22078 0.90512 0.4 -3.8 -2.0
C -0.14156 2.58890 1.45221 0.3 -1.9 -1.7
C -0.71906 1.50601 0.37921 0.4 0.0 1.9
O -1.95028 2.02745 -0.17833 1.1 0.1 0.4
C -1.08369 0.19974 1.23682 -1.4 0.2 -0.3
C -2.44456 -0.47497 0.66956 1.3 -1.5 -0.2
C -2.44666 -2.03722 1.04572 -0.5 -0.9 -1.7
F -1.84252 -2.44964 2.26566 -2.1 0.9 -2.0
C -3.00031 -3.00606 0.17235 0.5 0.8 1.6
F -2.86300 -2.89718 -1.22475 -1.3 -0.3 3.2
F -3.72324 -4.13212 0.62122 2.4 2.3 -1.6
H 3.41516 -2.95709 0.35745 0.2 1.8 0.1
H 3.13366 -1.54923 1.53875 0.3 -0.4 -1.7
H 3.90387 -1.19087 -0.12982 -1.1 -0.9 0.6
H 1.28680 -3.73032 0.59667 -0.2 1.1 -1.4
H 1.88721 -3.55082 -1.15505 -1.0 0.3 0.8
H 0.13001 -3.03766 -0.70930 1.5 -0.2 0.5
H -0.55042 -0.72425 -1.25400 1.0 1.0 -0.1
H 0.19374 0.19611 -2.64290 0.5 -0.6 1.6
H 1.44836 1.24042 -0.13639 -1.6 0.4 -0.6
H -0.43415 2.28967 -2.47116 1.2 0.5 1.2
H 1.38057 2.42429 -2.42424 -1.1 0.4 1.3
H -0.95055 3.00351 2.13216 1.2 -0.1 -1.0
H 0.68594 2.05944 2.04656 -1.1 1.1 -0.9
H -2.36012 2.56838 0.52562 0.2 -0.3 -0.7
H -0.27965 -0.60098 1.25328 -0.7 1.3 0.1
H -1.35792 0.57739 2.28958 0.7 -0.8 -1.4
H -3.37882 0.05445 1.03926 1.2 -0.9 -0.3
H -2.49314 -0.44910 -0.47738 0.1 0.0 1.7
```
Forces are in eV/Å.

What are the Löwdin partial charges on each atom? They are as follows, in elementary charge units: C -0.082; N -0.197; C -0.082; C -0.375; O 0.061; C -0.030; C -0.200; C -0.169; O -0.227; S 0.772; O -0.321; O -0.353; C -0.110; C -0.457; O -0.024; C -0.098; C -0.097; C -0.119; F 0.005; C -0.154; F 0.044; F 0.055; H 0.090; H 0.096; H 0.098; H 0.108; H 0.102; H 0.089; H 0.105; H 0.134; H 0.162; H 0.145; H 0.154; H 0.128; H 0.138; H 0.118; H 0.115; H 0.133; H 0.128; H 0.118

=====

C20H35Br6MnO10 | ωB97M-V/def2-TZVPD

Results
total charge: +1
orbital gap (spin up / spin down): 4.1 / 4.2 eV
molecular weight: 969.9 g mol⁻¹
HOMO (spin up / spin down): -11.93 / -11.93 eV
spin multiplicity: 6

Structure (XYZ):
```
72
Properties=species:S:1:pos:R:3:forces:R:3
Mn -13.29592 -1.74117 -15.05730 -0.5 -4.7 -1.7
C -13.85560 -6.18190 -15.34667 1.2 0.8 0.0
C -13.91048 -5.00919 -16.33238 -1.1 -0.9 0.3
O -13.49833 -3.80480 -15.72540 1.0 4.1 1.4
H -14.17609 -7.11972 -15.80042 -0.7 0.2 0.1
H -14.34295 -5.86861 -14.42340 -0.4 -0.5 0.0
H -12.81177 -6.38016 -15.10336 0.2 0.2 0.2
H -14.95887 -4.90258 -16.61096 -0.2 0.2 -0.3
H -13.38299 -5.31054 -17.23739 0.4 0.6 -0.1
Br -12.89269 -11.17146 -13.12427 -0.2 0.2 0.0
C -14.58196 -10.31174 -13.59023 -0.1 1.4 0.6
C -14.64140 -8.81342 -13.03364 -1.0 -1.4 -0.2
Br -16.47499 -8.07436 -13.47133 1.2 -0.5 1.0
H -15.34397 -10.92348 -13.10732 0.0 0.3 0.1
H -14.74216 -10.40284 -14.66454 0.3 0.2 0.1
H -13.93549 -8.06277 -13.38907 0.0 -0.5 -0.4
H -14.59661 -8.83740 -11.94482 -0.1 0.0 -0.2
Br -18.76930 -3.89023 -13.49505 0.6 0.0 0.0
C -17.19209 -4.72141 -14.38655 -1.7 1.0 -0.5
C -17.77009 -5.81895 -15.31331 0.9 0.1 0.7
Br -18.97467 -5.20183 -16.77987 1.0 -0.2 1.2
H -16.51532 -4.94551 -13.56202 -0.2 -0.9 -0.3
H -16.74076 -3.89438 -14.93465 -0.1 -0.2 -0.3
H -18.30407 -6.56086 -14.71956 -0.4 0.3 -0.2
H -16.91861 -6.36613 -15.71787 -0.1 0.1 -0.6
Br -16.35877 -9.16040 -16.60592 -0.5 0.3 -1.0
C -17.59908 -8.53220 -18.02451 0.0 0.3 -0.7
C -17.05529 -7.34023 -18.81785 -0.1 -0.3 0.0
Br -18.54083 -6.71640 -19.95999 0.6 -0.2 0.1
H -18.57543 -8.29118 -17.60408 0.3 0.0 0.4
H -17.74426 -9.35652 -18.72273 0.1 -0.1 0.3
H -16.24007 -7.64902 -19.47219 -0.2 0.1 -0.1
H -16.70547 -6.49112 -18.23070 -0.3 -0.1 0.1
C -10.12871 -6.86062 -16.21178 0.3 -0.3 1.1
C -10.01844 -8.31613 -15.63975 -2.4 1.5 -0.3
C -11.38239 -9.04176 -15.49609 0.0 1.4 1.4
O -11.03210 -10.34156 -15.83300 -1.9 -1.7 1.3
C -10.09402 -10.32651 -16.70749 2.3 -1.4 -3.4
O -9.84394 -11.26052 -17.47319 -0.1 3.0 2.0
O -9.51763 -9.05511 -16.67185 1.7 -3.0 -2.8
H -9.20884 -6.57723 -16.72329 0.2 -0.2 0.3
H -10.31939 -6.14326 -15.41358 0.1 0.1 0.1
H -10.92213 -6.71865 -16.94557 -0.2 -0.6 0.0
H -9.41958 -8.51788 -14.75163 0.1 0.7 0.2
H -12.13202 -8.70853 -16.21381 0.0 0.4 0.0
H -11.77636 -9.07061 -14.48018 -0.1 0.2 -0.2
C -9.57742 -6.66755 -20.62462 -0.3 0.7 -0.3
C -9.14150 -5.27799 -20.17612 -0.9 -0.9 -0.9
C -10.17791 -4.64495 -19.30866 -2.4 1.2 -1.4
O -9.46262 -4.01422 -18.29294 -1.6 1.3 1.1
C -8.30699 -4.59652 -18.19177 2.3 -0.5 0.6
O -7.53311 -4.45572 -17.29107 -0.2 -0.1 -0.2
O -8.11136 -5.37365 -19.26016 2.5 -0.9 0.6
H -9.92047 -7.13436 -19.70130 0.2 -0.6 -0.2
H -8.83891 -7.23889 -21.18699 0.2 0.1 0.4
H -10.42643 -6.54740 -21.29756 -0.2 0.0 0.1
H -8.87441 -4.61757 -21.00112 0.3 -0.1 -0.1
H -10.95423 -5.30700 -18.92510 0.3 -0.2 0.2
H -10.69791 -3.86263 -19.86154 -0.2 0.0 0.0
C -11.49570 -10.36244 -20.40990 -0.9 0.0 -0.4
C -12.86470 -9.61230 -20.17820 2.5 -2.3 -2.0
C -13.25122 -9.41327 -18.77871 -0.5 -1.0 1.1
O -13.35488 -8.01820 -18.67188 -0.6 0.1 2.8
C -13.01586 -7.42328 -19.77605 0.4 2.0 -1.4
O -12.90113 -6.22397 -19.88524 -0.2 -0.8 0.0
O -12.81500 -8.30281 -20.74664 -0.1 -0.2 -0.5
H -10.57811 -9.79067 -20.27130 -0.3 0.3 0.5
H -11.44141 -10.74134 -21.43049 -0.2 0.2 -0.2
H -11.47034 -11.26382 -19.79755 0.0 0.1 0.3
H -13.61790 -10.26145 -20.62474 -0.1 0.6 -0.7
H -12.55100 -9.84891 -18.06595 0.2 0.4 0.1
H -14.20358 -9.92232 -18.63042 -0.2 0.5 0.5
```
Forces are in eV/Å.

What are the Löwdin partial charges on each atom? They are as follows, in elementary charge units: Mn 1.409; C -0.094; C -0.351; O -0.363; H 0.049; H 0.058; H 0.055; H 0.096; H 0.101; Br 0.702; C -0.660; C -0.545; Br 0.651; H 0.049; H -0.006; H 0.021; H 0.049; Br 0.582; C -0.659; C -0.736; Br 0.627; H 0.028; H 0.028; H 0.006; H -0.023; Br 0.663; C -0.640; C -0.679; Br 0.619; H 0.038; H 0.056; H 0.047; H 0.019; C 0.016; C -0.290; C -0.131; O 0.052; C -0.523; O 0.129; O 0.063; H 0.077; H 0.085; H 0.069; H 0.165; H 0.115; H 0.075; C 0.004; C -0.332; C -0.128; O 0.095; C -0.626; O 0.156; O 0.110; H 0.081; H 0.097; H 0.092; H 0.163; H 0.102; H 0.144; C 0.010; C -0.282; C -0.122; O 0.071; C -0.610; O 0.120; O 0.125; H 0.082; H 0.081; H 0.083; H 0.154; H 0.127; H 0.108

=====

C5H8O | ωB97M-V/def2-TZVPD

Results
total charge: 0
orbital gap: 10.8 eV
structure (SMILES): C=CCCC=O
molecular weight: 84.1 g mol⁻¹
HOMO: -9.78 eV

Structure (XYZ):
```
14
Properties=species:S:1:pos:R:3:forces:R:3
O -1.97148 0.69095 0.80534 0.2 0.2 -0.6
C -1.44636 0.93101 -0.25623 -0.2 -0.1 0.3
C 0.04932 1.14046 -0.41559 0.0 0.0 0.0
C 0.79911 0.40434 0.68860 0.0 0.0 0.0
C 0.76028 -1.09529 0.53607 -0.1 -0.1 -0.1
C 0.16100 -1.76476 -0.44393 0.1 0.0 0.0
H 0.29269 0.63351 1.63325 0.2 0.0 0.0
H -2.06437 1.01229 -1.17585 0.1 0.1 0.1
H 0.23248 2.22352 -0.36214 -0.1 -0.1 0.0
H 0.36658 0.83410 -1.42076 -0.1 0.0 0.2
H 1.83054 0.76770 0.78616 -0.2 -0.1 -0.1
H 1.20802 -1.65775 1.35672 -0.1 0.1 -0.2
H -0.30849 -1.27151 -1.29491 0.1 -0.1 0.2
H 0.09069 -2.84857 -0.43673 0.1 0.1 0.0
```
Forces are in eV/Å.

What are the Löwdin partial charges on each atom? They are as follows, in elementary charge units: O 0.049; C -0.272; C -0.180; C -0.215; C -0.172; C 0.000; H 0.112; H 0.122; H 0.123; H 0.111; H 0.114; H 0.099; H 0.054; H 0.056

=====

> total charge of number 3 (C2H6N2O)?

0

=====

Repeat the second record exactly.
C5H10O2 | ωB97M-V/def2-TZVPD

Results
total charge: 0
orbital gap: 10.0 eV
structure (SMILES): C=CO[C@H](C)OC
molecular weight: 102.1 g mol⁻¹
HOMO: -8.95 eV

Structure (XYZ):
```
17
Properties=species:S:1:pos:R:3:forces:R:3
C 2.18663 0.49047 -1.59970 -0.2 -0.1 0.1
C 1.14732 -0.15461 -1.07577 0.4 0.0 -0.2
C 0.51892 -0.23143 1.91731 0.3 0.0 0.1
O -0.73149 0.17585 1.40251 0.0 0.1 -0.1
C -0.93633 -0.18032 0.07150 -0.2 -0.2 -0.1
C -2.32510 0.26415 -0.32554 0.0 0.0 0.0
O -0.02512 0.47233 -0.79827 0.1 0.1 0.0
H 3.09867 -0.04252 -1.83858 -0.2 0.0 0.0
H 1.34959 0.22401 1.36201 -0.2 -0.1 0.2
H 2.13822 1.55750 -1.78578 0.0 -0.1 0.0
H 1.16988 -1.22182 -0.84711 0.0 0.1 -0.1
H 0.56945 0.10284 2.95499 -0.1 -0.1 -0.1
H 0.63006 -1.32683 1.88233 -0.1 0.1 0.0
H -0.80393 -1.27209 -0.04779 0.0 0.1 0.0
H -2.38618 1.35274 -0.24620 0.0 -0.1 0.0
H -2.52748 -0.02705 -1.35918 0.0 0.0 0.1
H -3.07312 -0.18322 0.33326 0.1 0.0 -0.1
```
Forces are in eV/Å.

What are the Löwdin partial charges on each atom? They are as follows, in elementary charge units: C 0.025; C -0.256; C -0.085; O -0.112; C -0.459; C -0.001; O -0.044; H 0.052; H 0.083; H 0.063; H 0.121; H 0.093; H 0.096; H 0.154; H 0.093; H 0.088; H 0.088